Entry from OMol25: a molecular structure, C34H22F5N2O3PReS (the ωB97M-V functional and the def2-TZVPD basis).

Computed properties:
Strongest force on any atom   0.83 eV/A
HOMO-LUMO gap (alpha / beta)   6.345 / 6.624 eV
⟨S²⟩   0.767
HOMO energy (alpha / beta)   -14.47 / -14.58 eV

Structure (ORCA input):
```
! RIJCOSX wB97M-V def2-TZVPD def2/J DEFGRID3
* xyz 2 2
C -1.052 -4.933 -1.169
C 5.403 -0.999 -0.725
H 3.267 4.017 -1.280
C -0.269 -2.762 3.420
H -2.360 -6.034 0.130
C 4.612 -1.943 -1.364
C 0.527 2.524 0.052
H 0.179 -2.141 5.424
C -4.236 0.835 2.328
C 4.829 -0.033 0.090
F 6.706 -1.023 -0.885
C -4.375 0.835 0.948
H 0.249 -3.564 -2.191
C -0.154 -2.428 2.088
S -0.977 -0.969 -2.757
C 3.465 -0.022 0.271
C 2.611 -0.945 -0.355
C -1.678 -5.198 0.040
C -1.864 1.053 -4.309
H -0.726 -3.698 3.707
C -1.965 3.321 -3.519
C 2.227 4.672 0.484
H 1.363 0.459 2.240
Re 0.571 -1.043 -0.460
C -1.856 1.064 2.095
C 1.158 4.453 1.339
C -0.569 -3.323 0.995
C -0.239 -3.832 -1.264
C -3.257 0.947 0.135
C 2.444 3.831 -0.602
H 1.267 -0.019 4.662
H -2.202 4.362 -3.693
C 1.597 2.759 -0.818
N 0.008 -3.034 -0.196
H -2.553 2.708 -5.486
C -1.431 -4.387 1.137
O -1.441 -1.849 -3.762
F 5.601 0.861 0.688
H -5.111 0.752 2.959
H -5.356 0.753 0.500
C 0.297 3.383 1.126
H 1.761 2.114 -1.678
H -1.300 3.678 -1.509
H -1.212 -5.555 -2.038
C 0.850 -0.723 3.956
C -1.160 1.603 -2.032
H -2.012 0.308 -5.080
O -1.468 -1.208 -1.350
N 0.436 -1.288 1.676
F 5.169 -2.865 -2.129
C -1.990 1.065 0.704
C -2.976 0.952 2.903
H -1.909 -4.580 2.087
P -0.545 1.153 -0.370
C 0.919 -0.451 2.605
H -2.868 0.972 3.980
H -3.379 0.945 -0.940
H -0.558 3.250 1.773
C 0.244 -1.896 4.373
H 0.978 5.128 2.166
C -1.460 2.933 -2.279
O 0.543 -0.968 -2.538
C -1.371 0.685 -3.072
H -0.887 1.180 2.557
F 2.508 -2.802 -1.811
C -2.165 2.393 -4.527
F 3.003 0.938 1.076
C 3.254 -1.882 -1.181
H 2.889 5.511 0.654
*
```

Entry from OMol25: a molecular structure, C34H22F5N4O2SV in a non-equilibrium geometry (the ωB97M-V functional and the def2-TZVPD basis).

Computed properties:
Strongest force on any atom   2.78 eV/A
HOMO-LUMO gap (alpha / beta)   3.831 / 3.833 eV
HOMO energy (alpha / beta)   -12.15 / -12.15 eV

Structure (ORCA input):
```
! RIJCOSX wB97M-V def2-TZVPD def2/J DEFGRID3
* xyz 2 1
C -0.815 -1.959 -1.350
C 4.242 -0.276 1.710
H -5.847 4.052 3.266
H 0.892 -0.391 2.839
C -1.697 0.972 4.650
N -1.141 -0.134 0.728
H -4.094 0.974 5.812
C 0.421 -0.813 4.893
C -1.364 -0.031 -2.984
F 3.214 0.370 -0.264
N -0.958 -0.737 -4.154
C -5.015 3.490 3.620
C -4.049 1.769 5.055
C -1.377 0.248 -0.639
H 0.006 -3.118 -8.251
C 2.445 1.279 1.802
H 1.162 -1.584 5.017
C 3.751 0.813 3.809
F 5.031 -1.085 0.979
C 0.519 -2.892 -7.331
H -6.114 2.469 5.153
H 2.500 -2.072 -4.070
H 3.729 -2.844 -6.280
C -3.777 3.652 2.989
H -0.500 -3.422 0.214
C -0.763 -2.346 -0.027
C 2.659 -2.741 -6.139
C 0.233 -0.162 3.693
C -0.116 -2.434 -6.227
C -1.595 1.630 -0.760
C -0.843 0.715 3.546
H 3.984 -3.167 -9.797
O 2.400 -3.291 -8.502
S 1.241 2.210 0.944
C 4.434 -0.164 3.107
H -1.989 1.718 -4.071
H -1.005 -1.777 2.073
C -0.412 -0.515 5.967
V -0.635 1.541 1.754
N -1.362 3.178 2.862
C -2.714 2.862 3.399
C -0.973 -1.425 1.021
F 4.002 1.097 5.051
C -2.834 1.870 4.367
C 1.919 -3.082 -7.300
C -1.910 2.126 -1.969
H 4.281 -2.377 -8.179
C 3.281 0.444 1.064
H -2.096 0.612 6.767
C 3.832 -3.231 -8.722
F 5.290 -0.940 3.731
C 0.639 -2.120 -5.109
H -1.159 -2.234 -6.215
H -2.188 3.204 -2.067
H -0.782 3.484 3.680
O -1.566 2.339 0.464
H -0.228 -1.033 6.877
C -1.789 1.282 -3.103
F 1.945 2.376 3.827
H -3.668 4.396 2.191
C -5.120 2.551 4.664
H -0.550 -2.680 -2.147
C -1.144 -0.615 -1.729
H 4.310 -4.159 -8.453
C 2.724 1.511 3.152
C -1.456 0.385 5.897
N 0.064 -1.410 -4.029
H -1.493 3.970 2.233
C 1.988 -2.326 -4.997
*
```

Entry from OMol25: a molecular structure, C34H23Cl5F2N8RuS2 (the ωB97M-V functional and the def2-TZVPD basis).

Computed properties:
Strongest force on any atom   0.98 eV/A
Relative energy (zero: lowest compared OMol25 entry of this formula, charge and spin)   83.6 kJ/mol
HOMO-LUMO gap (alpha / beta)   7.469 / 7.187 eV
⟨S²⟩   0.759
HOMO energy (alpha / beta)   -10.39 / -10.43 eV

Structure (ORCA input):
```
! RIJCOSX wB97M-V def2-TZVPD def2/J DEFGRID3
* xyz 1 2
C -0.902 -1.319 -4.436
N 0.478 0.224 4.459
H -2.182 -3.355 -1.129
C -0.499 -0.539 5.225
H -2.750 0.340 0.581
Cl -1.443 -6.713 0.763
C 2.635 0.875 -0.667
C 0.567 0.195 3.113
C 1.497 0.994 4.989
C 1.135 6.245 -0.789
C 2.224 1.454 3.966
H -0.204 3.258 -3.007
C 0.924 6.120 0.575
C 2.067 -1.967 1.564
C 0.115 4.097 -1.155
C 3.322 2.966 0.207
H 2.720 3.300 2.231
H -0.560 -2.532 -2.708
N -0.498 1.375 -0.417
H -5.212 0.142 0.402
N -5.083 -4.956 -2.077
Cl 0.391 -7.461 -1.640
H 1.599 7.136 -1.191
H -1.148 0.194 -5.943
N 2.059 0.518 0.492
H -0.331 -1.604 5.076
C 0.392 -5.865 -1.019
H 1.215 6.914 1.249
H 3.782 3.940 0.099
S -0.840 2.489 0.807
H -1.507 -0.288 4.904
C 2.134 1.357 1.511
C -5.114 -1.796 -0.521
N -0.370 -0.544 -2.230
Ru 0.642 -1.252 0.258
H 2.196 -1.330 2.439
H -0.380 -0.284 6.274
H 3.752 2.296 -1.802
C -0.931 -0.020 -4.905
C -3.196 -0.547 0.147
S -0.537 -0.700 2.191
C 0.333 4.966 1.073
C -0.447 0.708 -2.677
C 3.292 2.069 -0.851
H 3.121 2.043 3.960
C 0.747 5.228 -1.651
C -0.427 -5.523 0.063
C -0.085 3.964 0.209
H 2.552 0.154 -1.468
H 1.620 1.125 6.049
Cl -1.401 -3.847 1.934
H -6.182 -1.928 -0.624
F 1.877 -3.224 2.060
C -2.871 -2.583 -0.804
C 1.159 -3.619 -1.071
C -4.576 -0.656 0.044
Cl 2.250 -5.260 -2.912
C -4.238 -2.782 -0.961
H -1.101 -2.162 -5.082
C -0.606 -1.522 -3.097
N -2.349 -1.488 -0.266
N -0.303 3.072 -2.025
Cl 2.141 -2.325 -1.717
H 0.917 5.323 -2.718
C -0.394 1.763 -1.630
C -4.710 -3.994 -1.573
C 2.741 2.607 1.403
N 1.640 0.976 2.786
H 0.176 4.849 2.139
H -0.772 2.031 -4.361
F 3.291 -1.989 0.940
C 0.358 -3.227 -0.019
C 1.214 -4.899 -1.595
C -0.422 -4.220 0.567
C -0.703 1.011 -4.008
*
```

Among the records above, which one has the highest strongest force on any atom?
C34H22F5N4O2SV

Copy entry 2 word for word.
Entry from OMol25: a molecular structure, C34H22F5N4O2SV in a non-equilibrium geometry (the ωB97M-V functional and the def2-TZVPD basis).

Computed properties:
Strongest force on any atom   2.78 eV/A
HOMO-LUMO gap (alpha / beta)   3.831 / 3.833 eV
HOMO energy (alpha / beta)   -12.15 / -12.15 eV

Structure (ORCA input):
```
! RIJCOSX wB97M-V def2-TZVPD def2/J DEFGRID3
* xyz 2 1
C -0.815 -1.959 -1.350
C 4.242 -0.276 1.710
H -5.847 4.052 3.266
H 0.892 -0.391 2.839
C -1.697 0.972 4.650
N -1.141 -0.134 0.728
H -4.094 0.974 5.812
C 0.421 -0.813 4.893
C -1.364 -0.031 -2.984
F 3.214 0.370 -0.264
N -0.958 -0.737 -4.154
C -5.015 3.490 3.620
C -4.049 1.769 5.055
C -1.377 0.248 -0.639
H 0.006 -3.118 -8.251
C 2.445 1.279 1.802
H 1.162 -1.584 5.017
C 3.751 0.813 3.809
F 5.031 -1.085 0.979
C 0.519 -2.892 -7.331
H -6.114 2.469 5.153
H 2.500 -2.072 -4.070
H 3.729 -2.844 -6.280
C -3.777 3.652 2.989
H -0.500 -3.422 0.214
C -0.763 -2.346 -0.027
C 2.659 -2.741 -6.139
C 0.233 -0.162 3.693
C -0.116 -2.434 -6.227
C -1.595 1.630 -0.760
C -0.843 0.715 3.546
H 3.984 -3.167 -9.797
O 2.400 -3.291 -8.502
S 1.241 2.210 0.944
C 4.434 -0.164 3.107
H -1.989 1.718 -4.071
H -1.005 -1.777 2.073
C -0.412 -0.515 5.967
V -0.635 1.541 1.754
N -1.362 3.178 2.862
C -2.714 2.862 3.399
C -0.973 -1.425 1.021
F 4.002 1.097 5.051
C -2.834 1.870 4.367
C 1.919 -3.082 -7.300
C -1.910 2.126 -1.969
H 4.281 -2.377 -8.179
C 3.281 0.444 1.064
H -2.096 0.612 6.767
C 3.832 -3.231 -8.722
F 5.290 -0.940 3.731
C 0.639 -2.120 -5.109
H -1.159 -2.234 -6.215
H -2.188 3.204 -2.067
H -0.782 3.484 3.680
O -1.566 2.339 0.464
H -0.228 -1.033 6.877
C -1.789 1.282 -3.103
F 1.945 2.376 3.827
H -3.668 4.396 2.191
C -5.120 2.551 4.664
H -0.550 -2.680 -2.147
C -1.144 -0.615 -1.729
H 4.310 -4.159 -8.453
C 2.724 1.511 3.152
C -1.456 0.385 5.897
N 0.064 -1.410 -4.029
H -1.493 3.970 2.233
C 1.988 -2.326 -4.997
*
```